[1]
{"formula": "C6H10ClNO", "method": "ωB97M-V/def2-TZVPD", "relative_energy_kcal_mol": 79.3, "e_tot_ev": -22440.6739, "symbols": ["C", "C", "Cl", "C", "C", "C", "C", "N", "O", "H", "H", "H", "H", "H", "H", "H", "H", "H", "H"], "positions_angstrom": [[1.08230, -0.28179, 1.71842], [1.08007, 0.69447, 0.42727], [2.82282, 1.15439, 0.07795], [0.34978, 0.23216, -0.72964], [-1.08318, -0.01098, -0.58043], [-1.76058, 1.22338, -0.10148], [-3.17873, 1.01558, 0.16558], [-4.20332, 0.46274, 0.33324], [-5.23949, -0.11421, 0.39150], [0.24784, -1.00970, 1.49587], [0.88672, 0.28146, 2.58293], [2.00913, -0.86472, 1.84658], [0.72888, 1.71246, 0.77762], [0.88985, -0.63285, -1.16891], [0.45096, 0.89684, -1.59034], [-1.25686, -0.95223, 0.06820], [-1.41313, -0.34932, -1.60470], [-1.36608, 1.55110, 1.00861], [-1.75549, 2.10835, -0.76929]], "forces_ev_per_a": [[-0.7, -0.8, -3.2], [1.6, 1.8, 4.1], [-0.4, -0.4, -0.3], [2.1, -1.0, -3.1], [-1.0, -3.0, -0.5], [-0.8, 1.8, 3.3], [-2.9, -1.5, 0.5], [3.6, 1.4, -1.0], [-1.5, -0.4, 0.4], [0.8, 0.6, 0.8], [-0.3, 0.6, 1.2], [-0.3, 0.4, -0.3], [0.1, -1.3, -0.4], [-0.5, -0.1, 0.5], [0.2, 0.7, 0.3], [-0.1, 1.8, -0.6], [-0.2, 0.6, 1.0], [-0.5, -0.6, -2.9], [0.8, -0.5, 0.3]], "mulliken_charge": [-0.995, 0.290, -0.226, -1.056, -0.377, -0.233, -0.101, 0.488, -0.663, 0.224, 0.286, 0.388, 0.239, 0.335, 0.390, 0.308, 0.292, 0.127, 0.282]}

***

[2]
{"formula": "CH4NO2", "method": "ωB97M-V/def2-TZVPD", "relative_energy_kcal_mol": 184.9, "charge": 1, "e_tot_ev": -6671.8737, "symbols": ["C", "N", "O", "O", "H", "H", "H", "H"], "positions_angstrom": [[-1.22662, -0.19941, -0.12038], [0.04441, 0.24222, -0.13107], [2.40991, 0.05318, -0.08086], [1.11229, -0.43190, -0.12045], [-1.39443, -1.32715, 0.04431], [-1.67306, 0.29046, 0.77038], [-1.84920, 0.41449, -0.81932], [2.57672, 0.95812, 0.45738]], "forces_ev_per_a": [[-1.9, -3.5, 1.0], [5.5, 3.6, 0.0], [0.9, 2.9, 0.9], [-4.3, -2.0, 0.4], [0.1, 1.6, -1.0], [0.4, 0.1, 0.3], [0.7, -0.7, -0.2], [-1.5, -2.1, -1.3]], "mulliken_charge": [-0.535, 0.073, -0.229, 0.225, 0.381, 0.316, 0.335, 0.434]}

***

[3]
{"formula": "C15H25BCl5NRhSi2Te", "method": "ωB97M-V/def2-TZVPD", "relative_energy_kcal_mol": 40.8, "charge": 1, "e_tot_ev": -106787.5546, "symbols": ["Rh", "Cl", "C", "C", "C", "Cl", "C", "Cl", "C", "Cl", "C", "Cl", "C", "Si", "C", "C", "C", "Te", "C", "Si", "C", "C", "C", "H", "H", "H", "H", "H", "H", "H", "H", "H", "H", "H", "H", "H", "H", "H", "H", "H", "H", "H", "H", "H", "H", "B", "C", "N", "H", "H", "H"], "positions_angstrom": [[-1.09521, 1.33089, 1.50534], [-1.75108, 2.36876, 3.80821], [-0.78987, 0.97275, 4.18722], [-0.17358, 0.38253, 3.09789], [0.58809, -0.75333, 3.35478], [1.45924, -1.58862, 2.11614], [0.73815, -1.23408, 4.66122], [1.73187, -2.59293, 4.96238], [0.08732, -0.60951, 5.72411], [0.25977, -1.20279, 7.31505], [-0.70144, 0.51217, 5.48468], [-1.55101, 1.29492, 6.74193], [3.29935, 3.65492, -1.11696], [1.62367, 2.85441, -0.97891], [0.66549, 3.56739, 0.47852], [0.63321, 3.03108, -2.55408], [1.90624, 0.98731, -0.64441], [0.06605, -0.02289, -0.45920], [-0.26482, -0.48025, -2.51386], [0.00607, -2.38961, -2.71838], [1.79069, -2.69454, -2.23268], [-0.33888, -2.75359, -4.50969], [-1.18308, -3.23344, -1.54621], [3.19056, 4.71428, -1.36799], [3.89412, 3.18725, -1.90550], [3.86135, 3.58771, -0.18242], [0.17978, 4.50726, 0.20961], [1.30962, 3.76050, 1.33823], [-0.16069, 2.90332, 0.81341], [0.54045, 4.08682, -2.81987], [-0.37777, 2.62407, -2.46711], [1.13302, 2.53049, -3.38725], [2.43572, 0.83612, 0.29884], [2.46978, 0.52220, -1.45524], [0.43711, 0.11883, -3.09498], [-1.29039, -0.20579, -2.77108], [2.48415, -2.20261, -2.92019], [2.02621, -3.76123, -2.23706], [1.99657, -2.32345, -1.22359], [0.31997, -2.18609, -5.17127], [-1.37138, -2.51574, -4.77494], [-0.17890, -3.81630, -4.71338], [-1.10335, -2.83230, -0.53265], [-0.98368, -4.30526, -1.48101], [-2.22037, -3.10959, -1.86692], [-4.59787, -1.65623, 1.27772], [-3.58803, -0.50464, 1.25698], [-2.81958, 0.37024, 1.16202], [-3.97464, -2.67057, 1.06022], [-5.17506, -1.68572, 2.33838], [-5.44296, -1.37511, 0.45395]], "forces_ev_per_a": [[-0.4, -0.5, -0.2], [-0.3, 0.1, -0.6], [0.2, -0.1, -0.1], [-1.0, 0.0, -0.4], [0.3, 0.0, -0.5], [-0.1, 0.1, 0.1], [0.0, 0.1, 0.0], [0.0, 0.0, 0.0], [0.0, -0.1, 0.1], [0.0, 0.0, 0.0], [0.0, 0.1, 0.2], [0.0, 0.0, 0.0], [-0.1, 0.1, 0.0], [0.3, -0.3, -0.2], [0.3, 0.0, 0.2], [0.0, 0.0, 0.1], [-0.2, 0.9, 0.1], [0.2, -1.3, 0.9], [-0.6, 0.3, -0.1], [0.0, 0.1, 0.3], [-0.1, 0.0, -0.1], [0.0, 0.0, 0.0], [0.0, 0.1, -0.1], [0.1, -0.1, 0.0], [0.0, 0.0, 0.0], [0.0, 0.0, 0.0], [-0.1, 0.0, 0.1], [0.0, 0.0, 0.0], [0.1, 0.3, -0.1], [0.0, 0.0, 0.0], [0.0, 0.0, 0.0], [0.0, 0.0, 0.0], [0.0, -0.1, 0.0], [-0.1, -0.1, 0.0], [-0.1, 0.1, 0.0], [0.1, 0.0, -0.1], [0.0, 0.0, 0.0], [0.0, 0.0, 0.0], [0.0, -0.1, 0.0], [0.0, 0.0, 0.0], [0.0, 0.0, 0.0], [0.0, 0.1, 0.0], [0.0, -0.1, 0.0], [0.0, 0.0, 0.0], [0.0, 0.0, 0.0], [-0.6, -0.2, 0.2], [0.1, 0.0, 0.0], [1.3, 0.2, 0.5], [0.0, 0.1, -0.2], [0.3, 0.1, 0.1], [0.2, -0.1, -0.2]], "mulliken_charge": [-0.385, -0.141, 1.157, -0.789, 1.039, -0.185, -0.247, -0.142, 0.594, -0.142, -0.400, -0.154, -1.000, 0.044, -0.274, -0.999, -0.855, 0.431, -0.750, 0.160, -0.822, -1.007, -0.956, 0.333, 0.325, 0.338, 0.371, 0.379, 0.005, 0.374, 0.351, 0.327, 0.519, 0.516, 0.326, 0.575, 0.318, 0.379, 0.221, 0.326, 0.330, 0.336, 0.285, 0.396, 0.315, 0.065, 0.029, -0.671, -0.105, -0.076, -0.066]}

***

[4]
{"formula": "C5H7N", "method": "ωB97M-V/def2-TZVPD", "relative_energy_kcal_mol": 72.1, "e_tot_ev": -6785.3865, "symbols": ["C", "C", "C", "N", "C", "C", "H", "H", "H", "H", "H", "H", "H"], "positions_angstrom": [[-0.67467, -0.66260, 0.83719], [-0.14675, -0.68795, -0.60533], [-0.40032, 0.75524, -1.07648], [0.66700, 1.21647, -0.16686], [1.21646, -0.13197, -0.05166], [0.40853, 0.39153, 1.07384], [-1.72721, -0.42508, 1.02557], [-0.43129, -1.60645, 1.33873], [-0.27867, -1.55416, -1.25297], [-1.35200, 1.23132, -0.80783], [-0.18204, 0.93476, -2.13288], [2.25741, -0.42955, -0.14340], [0.62922, 0.94681, 1.97489]], "forces_ev_per_a": [[-0.2, 0.1, 0.0], [-0.1, -0.3, -0.2], [-0.2, 0.0, -0.2], [-0.2, 0.2, 0.1], [0.3, -0.2, -0.1], [0.0, 0.2, 0.3], [0.1, 0.1, -0.2], [0.1, 0.3, 0.1], [-0.1, 0.1, 0.1], [-0.1, -0.3, -0.3], [0.2, 0.1, 0.2], [-0.2, 0.2, 0.0], [0.4, -0.4, 0.1]], "mulliken_charge": [-0.606, -0.418, -0.339, -0.527, -0.153, -0.325, 0.293, 0.273, 0.454, 0.250, 0.268, 0.423, 0.407]}

***

[5]
{"formula": "C7H15NO", "method": "ωB97M-V/def2-TZVPD", "relative_energy_kcal_mol": 87.8, "e_tot_ev": -11036.8692, "symbols": ["C", "C", "C", "C", "C", "C", "C", "O", "N", "H", "H", "H", "H", "H", "H", "H", "H", "H", "H", "H", "H", "H", "H", "H"], "positions_angstrom": [[0.54888, 0.04933, -0.10816], [-0.78200, 0.48341, 0.25749], [-0.12798, -1.62842, -0.65956], [1.24469, 0.76145, -1.24147], [-1.81027, 0.89283, -0.76500], [0.59493, -2.78377, -0.00344], [-0.29094, 2.18292, 2.22112], [1.34784, -0.16635, 0.99226], [-0.30566, 2.11318, 0.97506], [2.07798, 0.46264, 0.99634], [-1.17756, -0.05670, 1.12061], [0.13511, -1.56293, -1.71498], [-1.19814, -1.83028, -0.64784], [1.33563, 1.81663, -0.98108], [0.66904, 0.69600, -2.16059], [2.22781, 0.31941, -1.40377], [-1.37264, 1.27613, -1.68334], [-2.41940, 1.69293, -0.34486], [-2.47406, 0.06146, -0.99645], [-0.46859, 1.32405, 2.89702], [-0.11006, 3.13539, 2.73425], [0.27556, -2.89508, 1.03332], [1.67239, -2.60725, -0.01292], [0.40745, -3.73698, -0.50400]], "forces_ev_per_a": [[-1.8, -4.1, -1.7], [0.4, 5.0, 2.5], [2.3, 1.2, -0.6], [-0.2, -0.2, 0.2], [-0.1, -0.2, 0.1], [0.3, 0.2, 0.2], [-0.2, -0.6, 0.7], [0.5, -0.3, 0.5], [-1.3, -1.8, -1.5], [-0.1, 0.0, -0.1], [0.1, 0.1, -0.1], [0.0, -0.2, -0.2], [-0.2, 0.8, 0.5], [0.1, 0.0, 0.0], [0.1, 0.0, -0.1], [0.0, 0.0, -0.1], [0.1, -0.1, 0.0], [0.0, -0.1, 0.0], [0.0, 0.0, -0.1], [-0.1, 0.2, -0.2], [0.2, 0.0, -0.2], [0.1, 0.0, 0.1], [0.0, -0.1, 0.1], [-0.1, 0.1, -0.1]], "mulliken_charge": [1.007, 0.122, -0.554, -1.901, -1.476, -1.233, -0.302, -0.562, -0.592, 0.363, 0.561, 0.320, 0.327, 0.464, 0.431, 0.480, 0.266, 0.444, 0.352, 0.217, 0.276, 0.282, 0.295, 0.414]}

***

[6]
{"formula": "CH2Br2N2", "method": "ωB97M-V/def2-TZVPD", "relative_energy_kcal_mol": 69.3, "e_tot_ev": -144129.3123, "symbols": ["C", "N", "N", "Br", "Br", "H", "H"], "positions_angstrom": [[1.09642, 1.03502, 0.47939], [-1.29199, -0.95122, -0.28370], [-0.86903, -1.27308, 0.71217], [0.02892, 1.42747, -1.09886], [2.60481, -0.12401, -0.10655], [0.40566, 0.46745, 1.20507], [-1.97480, -0.58163, -0.90753]], "forces_ev_per_a": [[-0.8, -2.5, -1.2], [1.3, -0.3, -4.1], [0.0, -0.8, 3.8], [0.8, 0.8, 0.8], [-1.0, 1.1, 0.9], [1.5, 1.2, -0.7], [-1.8, 0.5, 0.5]], "mulliken_charge": [-0.247, 0.141, -0.407, -0.066, -0.038, 0.346, 0.272]}